1.
C4H7NO | ωB97M-V/def2-TZVPD

Last column: Löwdin charge in e.
Element x y z (Å)
N (-0.038, -0.985, -1.802)  0.0538
C (-0.242, -1.089, -0.377)  -0.4785
O (-0.437, -2.137, 0.179)  0.1039
C (-0.288, 0.325, -0.002)  -0.2413
C (0.765, 0.924, 0.886)  -0.1210
C (-0.626, 0.814, 1.379)  -0.0893
H (0.852, -0.780, -2.238)  0.0960
H (-0.403, -1.687, -2.413)  0.0795
H (-0.191, 0.685, -1.134)  0.1716
H (1.514, 0.260, 1.285)  0.1061
H (1.109, 1.915, 0.611)  0.1041
H (-1.226, 1.705, 1.487)  0.1000
H (-0.789, 0.051, 2.138)  0.1149

Calculated values
E_tot in eV: -7796.99403
E_HOMO in eV: -9.378
Gap between HOMO and LUMO in eV: 10.386
ΔE to the lowest compared entry with this formula, charge and spin in kJ/mol: 255.7
LUMO in Ha: 0.03703
Structure (SMILES): NC(=O)C1CC1
Max |F| in eV/A: 3.90

2.
C4H7NO | ωB97M-V/def2-TZVPD

Last column: Löwdin charge in e.
Element x y z (Å)
O (-2.033, -0.263, 0.707)  -0.0122
C (-0.990, -0.127, -0.219)  -0.3396
C (-0.181, 1.204, -0.247)  -0.0712
C (1.081, 0.352, -0.327)  -0.2551
N (1.152, -0.339, 0.966)  0.0639
C (0.319, -0.904, -0.114)  -0.2135
H (-1.805, -0.950, 1.339)  0.0934
H (-1.391, -0.312, -1.222)  0.1447
H (-0.235, 1.781, 0.679)  0.1159
H (-0.404, 1.836, -1.109)  0.1068
H (1.956, 0.507, -0.948)  0.1358
H (2.018, -0.879, 0.977)  0.0951
H (0.511, -1.907, -0.483)  0.1360

Calculated values
E_tot in eV: -7796.83124
E_HOMO in eV: -9.302
Gap between HOMO and LUMO in eV: 10.303
ΔE to the lowest compared entry with this formula, charge and spin in kJ/mol: 271.4
LUMO in Ha: 0.03681
Structure (SMILES): O[C@H]1C[C@H]2N[C@@H]12
Max |F| in eV/A: 0.37

3.
C4H7NO | ωB97M-V/def2-TZVPD

Last column: Löwdin charge in e.
Element x y z (Å)
C (-0.636, 1.018, -0.613)  -0.0858
C (0.499, -0.453, -0.642)  -0.1631
C (-0.974, -0.405, 0.379)  -0.1709
N (-0.292, -1.547, -0.163)  -0.0180
C (1.678, -0.144, 0.185)  -0.3156
O (2.278, -1.018, 0.793)  0.0156
H (0.283, 1.603, -0.685)  0.0774
H (-1.136, 0.961, -1.577)  0.0896
H (-1.259, 1.632, 0.066)  0.0969
H (-0.725, -0.133, 1.405)  0.1331
H (-2.042, -0.407, 0.164)  0.1232
H (0.237, -1.989, 0.594)  0.1033
H (2.088, 0.883, 0.095)  0.1145

Calculated values
E_tot in eV: -7793.44705
E_HOMO in eV: -7.999
Gap between HOMO and LUMO in eV: 8.150
ΔE to the lowest compared entry with this formula, charge and spin in kJ/mol: 598.0
LUMO in Ha: 0.00553
Max |F| in eV/A: 0.48

Q: Look up the E_tot of the third one.
A: -7793.44705 eV